{
  "formula": "C72H160Br4N8",
  "method": "the ωB97M-V functional and the def2-TZVPD basis",
  "total_charge": 4,
  "total_energy_ev": -369304.933,
  "lumo_ha": -0.2058,
  "homo_lumo_gap_ev": 2.49,
  "elements": ["C", "C", "C", "C", "N", "C", "C", "C", "C", "C", "H", "H", "H", "H", "H", "H", "H", "H", "H", "H", "H", "H", "H", "H", "H", "H", "H", "H", "H", "H", "C", "C", "C", "C", "N", "C", "C", "C", "C", "C", "H", "H", "H", "H", "H", "H", "H", "H", "H", "H", "H", "H", "H", "H", "H", "H", "H", "H", "H", "H", "C", "C", "C", "C", "N", "C", "C", "C", "C", "C", "H", "H", "H", "H", "H", "H", "H", "H", "H", "H", "H", "H", "H", "H", "H", "H", "H", "H", "H", "H", "C", "C", "C", "C", "N", "C", "C", "C", "C", "C", "H", "H", "H", "H", "H", "H", "H", "H", "H", "H", "H", "H", "H", "H", "H", "H", "H", "H", "H", "H", "C", "C", "C", "C", "N", "C", "C", "C", "C", "C", "H", "H", "H", "H", "H", "H", "H", "H", "H", "H", "H", "H", "H", "H", "H", "H", "H", "H", "H", "H", "C", "C", "C", "C", "N", "C", "C", "C", "C", "C", "H", "H", "H", "H", "H", "H", "H", "H", "H", "H", "H", "H", "H", "H", "H", "H", "H", "H", "H", "H", "C", "C", "C", "C", "N", "C", "C", "C", "C", "C", "H", "H", "H", "H", "H", "H", "H", "H", "H", "H", "H", "H", "H", "H", "H", "H", "H", "H", "H", "H", "C", "C", "C", "C", "N", "C", "C", "C", "C", "C", "H", "H", "H", "H", "H", "H", "H", "H", "H", "H", "H", "H", "H", "H", "H", "H", "H", "H", "H", "H", "Br", "Br", "Br", "Br"],
  "coordinates": [[-20.280, -11.069, 11.405], [-20.816, -11.024, 9.933], [-20.184, -9.932, 9.090], [-20.775, -8.493, 9.279], [-19.929, -7.322, 8.680], [-20.876, -6.071, 8.605], [-20.389, -5.027, 9.562], [-18.911, -5.316, 9.568], [-18.829, -6.833, 9.620], [-19.386, -7.706, 7.295], [-19.244, -11.407, 11.449], [-20.852, -11.667, 12.114], [-20.148, -10.036, 11.725], [-21.889, -10.865, 10.037], [-20.662, -11.975, 9.424], [-20.377, -10.110, 8.033], [-19.107, -9.816, 9.210], [-20.833, -8.233, 10.336], [-21.800, -8.567, 8.914], [-20.904, -5.673, 7.591], [-21.911, -6.259, 8.892], [-20.699, -4.071, 9.140], [-20.855, -5.212, 10.530], [-18.252, -4.900, 8.806], [-18.542, -4.882, 10.497], [-17.799, -7.138, 9.436], [-19.170, -7.272, 10.558], [-18.670, -6.923, 7.045], [-20.174, -7.807, 6.548], [-18.823, -8.638, 7.328], [-28.504, -5.070, 3.908], [-27.054, -5.276, 3.674], [-26.599, -5.239, 2.162], [-26.835, -3.890, 1.439], [-26.433, -3.958, -0.001], [-27.461, -4.781, -0.945], [-26.630, -5.803, -1.753], [-25.206, -5.280, -1.859], [-25.037, -4.567, -0.434], [-26.263, -2.534, -0.570], [-28.771, -4.016, 3.837], [-28.788, -5.263, 4.942], [-29.165, -5.645, 3.259], [-26.801, -6.273, 4.036], [-26.308, -4.609, 4.105], [-27.067, -6.079, 1.650], [-25.531, -5.420, 2.290], [-26.182, -3.105, 1.821], [-27.898, -3.740, 1.254], [-27.777, -4.105, -1.739], [-28.362, -5.206, -0.503], [-27.159, -5.889, -2.701], [-26.677, -6.788, -1.288], [-25.071, -4.591, -2.692], [-24.570, -6.156, -1.989], [-24.256, -3.813, -0.531], [-24.660, -5.252, 0.326], [-26.103, -2.615, -1.645], [-25.510, -1.985, -0.006], [-27.257, -2.138, -0.359], [-23.539, 17.468, 11.832], [-23.369, 16.118, 11.228], [-24.677, 15.640, 10.452], [-24.537, 14.253, 9.801], [-25.739, 13.828, 8.965], [-25.788, 14.508, 7.570], [-27.205, 14.470, 7.047], [-28.030, 14.234, 8.382], [-27.098, 14.255, 9.517], [-25.662, 12.315, 8.671], [-23.014, 17.633, 12.773], [-24.620, 17.597, 11.867], [-23.142, 18.271, 11.210], [-22.914, 15.424, 11.935], [-22.684, 16.203, 10.384], [-25.056, 16.376, 9.743], [-25.440, 15.532, 11.223], [-24.588, 13.538, 10.622], [-23.613, 14.064, 9.255], [-25.169, 13.974, 6.849], [-25.386, 15.516, 7.668], [-27.337, 13.702, 6.285], [-27.514, 15.436, 6.648], [-28.337, 13.207, 8.181], [-28.960, 14.786, 8.515], [-27.436, 13.608, 10.326], [-27.090, 15.307, 9.801], [-26.258, 12.096, 7.785], [-26.056, 11.838, 9.568], [-24.610, 12.035, 8.624], [-24.675, 15.731, 20.802], [-23.655, 15.811, 19.598], [-22.493, 14.811, 19.615], [-22.912, 13.319, 19.491], [-21.724, 12.341, 19.902], [-20.887, 11.913, 18.649], [-20.581, 10.386, 18.888], [-21.583, 9.819, 19.884], [-22.506, 10.985, 20.213], [-20.795, 12.561, 21.045], [-24.314, 16.311, 21.651], [-24.952, 14.705, 21.042], [-25.534, 16.288, 20.429], [-23.232, 16.816, 19.633], [-24.235, 15.593, 18.701], [-22.019, 15.020, 20.574], [-21.778, 15.097, 18.844], [-23.232, 13.212, 18.455], [-23.817, 13.035, 20.028], [-20.121, 12.666, 18.465], [-21.598, 11.940, 17.824], [-19.605, 10.264, 19.358], [-20.601, 9.742, 18.009], [-21.026, 9.661, 20.807], [-22.200, 9.048, 19.424], [-22.764, 10.971, 21.272], [-23.417, 10.952, 19.616], [-20.275, 13.456, 20.704], [-20.148, 11.749, 21.375], [-21.462, 12.794, 21.876], [-30.985, -2.180, 16.181], [-32.518, -2.098, 16.417], [-33.388, -3.301, 15.800], [-33.255, -3.273, 14.356], [-34.329, -4.131, 13.575], [-34.431, -5.502, 14.157], [-35.713, -5.702, 14.880], [-36.669, -4.814, 14.250], [-35.794, -3.634, 13.653], [-33.719, -4.291, 12.160], [-30.609, -3.176, 16.415], [-30.393, -1.439, 16.718], [-30.689, -2.048, 15.140], [-32.840, -1.130, 16.035], [-32.558, -2.195, 17.502], [-34.433, -3.051, 15.979], [-33.050, -4.240, 16.240], [-32.267, -3.603, 14.034], [-33.391, -2.281, 13.924], [-34.420, -6.322, 13.440], [-33.493, -5.732, 14.662], [-35.982, -6.704, 14.545], [-35.605, -5.642, 15.963], [-37.214, -5.217, 13.396], [-37.324, -4.321, 14.968], [-36.178, -3.169, 12.745], [-35.795, -2.624, 14.063], [-32.998, -5.107, 12.212], [-33.249, -3.364, 11.834], [-34.554, -4.522, 11.498], [-17.580, 5.714, 4.175], [-16.158, 6.056, 4.444], [-15.077, 4.896, 4.639], [-15.015, 3.890, 3.458], [-14.039, 2.665, 3.577], [-14.322, 1.664, 4.658], [-13.048, 0.952, 5.010], [-11.883, 1.794, 4.448], [-12.559, 2.992, 3.746], [-14.235, 1.975, 2.195], [-17.529, 5.323, 3.159], [-18.282, 6.547, 4.139], [-17.902, 4.826, 4.719], [-16.022, 6.791, 5.237], [-15.752, 6.543, 3.558], [-15.332, 4.262, 5.488], [-14.067, 5.119, 4.985], [-14.799, 4.515, 2.591], [-15.969, 3.412, 3.236], [-15.170, 1.000, 4.494], [-14.587, 2.181, 5.581], [-13.061, -0.015, 4.506], [-13.017, 0.796, 6.088], [-11.232, 1.173, 3.832], [-11.108, 2.002, 5.185], [-12.143, 3.127, 2.747], [-12.581, 3.879, 4.377], [-15.284, 1.682, 2.215], [-13.512, 1.213, 1.906], [-14.195, 2.837, 1.530], [-14.171, 0.062, 18.447], [-14.750, -1.317, 18.345], [-16.269, -1.459, 17.929], [-17.196, -0.386, 18.521], [-18.716, -0.605, 18.243], [-18.972, -0.757, 16.740], [-20.436, -0.309, 16.537], [-20.876, 0.464, 17.821], [-19.602, 0.574, 18.744], [-19.190, -1.906, 18.995], [-14.832, 0.746, 18.978], [-13.951, 0.506, 17.476], [-13.167, 0.105, 18.870], [-14.507, -1.730, 19.324], [-14.179, -1.917, 17.637], [-16.604, -2.471, 18.157], [-16.370, -1.479, 16.844], [-16.934, 0.567, 18.062], [-17.060, -0.352, 19.602], [-18.524, -1.683, 16.379], [-18.373, 0.039, 16.296], [-21.115, -1.132, 16.312], [-20.551, 0.265, 15.617], [-21.509, -0.253, 18.343], [-21.351, 1.436, 17.690], [-19.652, 0.541, 19.832], [-18.898, 1.380, 18.536], [-18.547, -2.770, 18.827], [-20.263, -1.958, 18.811], [-18.997, -1.635, 20.033], [-22.318, 4.448, 10.768], [-22.442, 3.339, 9.688], [-23.825, 3.367, 8.930], [-24.913, 2.581, 9.622], [-26.158, 2.373, 8.760], [-26.779, 3.703, 8.411], [-27.634, 4.092, 9.694], [-28.000, 2.838, 10.381], [-27.338, 1.752, 9.579], [-25.876, 1.424, 7.562], [-21.292, 4.729, 11.008], [-22.742, 4.206, 11.742], [-22.813, 5.312, 10.325], [-22.143, 2.415, 10.183], [-21.637, 3.466, 8.964], [-23.586, 2.938, 7.957], [-24.082, 4.400, 8.697], [-25.380, 3.141, 10.433], [-24.641, 1.582, 9.964], [-27.374, 3.417, 7.544], [-26.022, 4.423, 8.102], [-28.420, 4.804, 9.441], [-27.115, 4.816, 10.321], [-29.090, 2.859, 10.378], [-27.675, 2.822, 11.421], [-28.120, 1.528, 8.854], [-26.992, 0.793, 9.966], [-26.806, 0.998, 7.186], [-25.168, 0.662, 7.887], [-25.500, 2.111, 6.803], [-26.062, -4.895, 12.039], [-20.723, 0.324, 3.038], [-31.141, 1.127, 2.650], [-36.229, 3.001, 13.004]],
  "forces_ev_per_a": [[0.9, 0.5, -1.1], [0.1, -0.1, 1.5], [0.1, 1.9, -0.7], [0.6, -0.9, 1.0], [-1.4, -0.6, -1.2], [-1.0, -0.1, -0.6], [0.1, -0.3, -1.1], [0.6, 0.5, 1.8], [-0.3, -0.1, 0.4], [0.3, 0.5, 0.7], [0.0, -0.5, -0.2], [-0.2, 0.3, -0.2], [-0.6, 0.1, 0.5], [-0.2, 0.0, -0.4], [-0.1, 0.0, 0.1], [0.2, -0.5, -0.1], [0.2, -0.6, 0.2], [-0.2, 0.0, 0.0], [0.2, 0.9, -0.4], [0.4, -0.4, -0.1], [0.1, -1.0, -0.3], [0.2, 0.2, 0.4], [0.2, 0.3, 0.1], [-0.6, 0.0, -0.4], [0.5, -0.3, 0.1], [-0.4, -0.7, -0.5], [0.4, 0.5, 0.3], [-0.3, 0.1, -0.3], [-0.1, 0.3, 0.3], [-0.2, 0.1, 0.4], [-0.9, 1.4, 0.9], [1.2, -0.6, -1.7], [-0.2, 0.3, 1.1], [0.5, -1.9, -0.7], [2.1, -1.1, -3.7], [1.4, 0.6, -1.0], [-1.1, 0.0, 0.5], [-0.9, 0.2, 1.8], [0.3, -1.0, -0.6], [-2.1, -0.8, 0.8], [-0.1, 0.1, -0.5], [0.1, -0.5, 0.0], [0.2, -0.1, -0.1], [0.3, -0.1, -0.1], [-0.7, 0.4, 0.8], [0.0, 0.1, -0.3], [0.1, -0.1, -0.7], [-0.8, 0.2, 0.6], [0.0, 0.9, 1.2], [-0.2, 0.6, 0.6], [0.4, 0.3, 0.8], [0.3, -0.2, -0.2], [0.2, 0.0, 0.1], [0.0, 0.1, 0.2], [0.4, 0.4, 0.2], [-0.5, 0.4, 0.3], [-0.5, -0.2, -0.1], [0.2, 0.2, 0.3], [0.0, -0.2, -0.2], [0.1, 0.8, -0.4], [-0.5, 1.1, -0.1], [0.2, -0.8, -2.6], [0.5, -0.7, 1.3], [-0.9, -0.1, 1.0], [-0.2, 0.3, -1.9], [1.0, 0.2, -0.5], [-0.8, 1.2, 1.6], [-0.9, -2.4, -2.8], [0.3, 0.5, 0.5], [-0.3, 1.0, 1.4], [-0.5, -0.4, 0.2], [0.1, 0.7, 0.8], [-0.2, -0.1, -0.3], [-0.6, -0.5, -0.2], [0.7, -0.1, 0.2], [0.5, 0.3, 0.0], [-0.3, 0.1, -0.1], [0.4, -0.2, 0.1], [-0.2, 0.2, -0.3], [0.5, -0.1, 0.5], [-0.1, -0.1, 0.2], [-0.2, 0.1, 0.3], [0.4, -0.1, -0.3], [-0.5, -0.2, 0.6], [0.4, 0.3, 0.0], [0.4, 0.1, 0.2], [0.8, -0.2, 0.6], [0.3, -0.1, 0.2], [-0.2, -0.2, -0.2], [-0.1, 0.2, -0.5], [0.8, 0.6, -1.4], [-0.9, -0.9, 0.8], [-0.2, -0.1, 1.2], [1.2, 1.9, 0.7], [-1.9, -3.9, -2.2], [-1.7, -1.0, 0.4], [1.2, 0.6, 0.1], [-0.3, 1.9, 0.2], [0.2, 0.5, 0.0], [-1.4, 2.3, 0.0], [0.1, -0.5, 0.2], [-0.1, 0.2, 0.2], [-0.3, -0.3, 0.3], [-0.1, -0.1, -0.6], [0.0, 0.6, -0.3], [0.3, -0.4, 0.1], [0.0, -0.3, -0.2], [0.8, -0.9, -0.2], [0.5, 0.2, 0.7], [0.3, -0.5, 0.2], [0.1, 0.3, 0.0], [0.2, 0.1, -0.4], [0.2, 0.7, -0.4], [-0.4, -1.3, -0.2], [0.4, -0.4, 0.7], [-0.2, 0.4, -0.1], [0.2, 0.3, 0.0], [0.6, -0.1, 0.8], [-0.2, -0.2, -0.9], [0.4, 0.3, 0.2], [-0.1, -0.7, -1.0], [1.0, -1.1, -0.1], [0.6, 2.0, 1.5], [-0.5, -0.2, -2.3], [0.8, -0.2, -0.8], [1.8, -1.3, -0.2], [0.8, -2.1, 0.8], [-0.4, 4.0, -1.1], [0.2, 1.1, -0.4], [-1.1, 0.3, 0.6], [0.1, 0.0, 0.4], [-0.4, 0.0, 0.3], [-0.2, 0.1, -0.3], [-0.5, -0.1, 0.3], [-0.8, 0.4, 0.0], [-0.1, -0.3, 0.8], [-0.3, 0.0, 0.1], [-0.2, -0.4, -0.3], [-0.1, 0.2, 0.2], [0.1, 0.8, -1.1], [-0.2, 0.3, 0.6], [-0.2, -0.3, 1.1], [-0.3, 0.1, -0.1], [-0.1, -0.3, 0.4], [-0.4, -0.4, -0.2], [0.3, -1.3, -1.2], [0.2, -0.4, 1.8], [-0.1, 0.2, -0.1], [-0.1, 0.0, 0.2], [0.2, -0.2, -0.1], [0.1, -1.7, -1.2], [3.0, 0.4, 0.0], [-1.2, -2.1, 1.0], [0.0, 0.6, 0.7], [0.1, -0.8, -1.7], [-0.8, 0.8, 1.7], [0.5, -0.8, -0.7], [0.1, -0.5, 0.2], [0.0, -0.1, 0.3], [-0.8, 1.6, 0.6], [-0.6, 0.0, -0.3], [0.2, -0.1, 0.5], [-0.5, 0.4, 0.6], [0.0, -0.2, 0.2], [-0.2, 0.5, -0.1], [-0.8, 0.1, 0.4], [0.0, 1.2, -0.7], [0.7, -0.6, -0.4], [-0.1, 0.1, 0.3], [0.1, 0.2, -0.8], [-0.3, 0.7, -0.3], [0.2, -0.2, 0.3], [0.2, -0.1, -0.2], [-0.6, 0.1, -0.9], [-0.6, 1.0, 0.5], [-0.1, 0.6, 0.2], [0.6, 0.1, -0.3], [0.3, -0.6, -0.2], [-0.1, 0.0, 0.6], [0.3, -0.4, -0.4], [0.3, 1.3, -1.1], [-0.3, -0.5, 0.2], [0.3, -0.2, 0.0], [-0.4, -0.5, -0.3], [0.5, -2.1, 0.6], [0.1, 1.9, 0.8], [-0.2, -0.3, -0.5], [1.3, -1.0, 1.1], [1.5, -0.7, -1.9], [0.7, 2.2, 0.3], [0.2, 0.1, 0.2], [-0.5, 0.1, -0.3], [-0.2, -0.4, 0.6], [-0.8, -0.6, 0.1], [0.0, 0.0, 0.0], [0.1, 0.0, 0.6], [0.3, 0.5, -0.2], [-0.2, 0.1, 0.2], [-0.2, 0.2, 0.0], [-0.8, -0.2, 0.1], [0.3, 0.0, 0.0], [0.0, -0.2, 0.5], [0.5, 0.4, 0.2], [-0.6, 0.6, 0.1], [0.0, -0.3, -0.1], [-0.6, -0.3, -0.2], [-0.7, 0.6, -0.3], [-0.5, 0.1, -0.7], [0.3, -0.7, 0.0], [-0.4, -0.2, 0.1], [-0.1, 0.0, -0.6], [0.1, 0.7, 0.8], [1.8, -0.9, 0.0], [-1.7, 0.2, -0.1], [-0.8, -1.0, 0.4], [-0.6, -0.4, 0.2], [1.7, 2.6, -1.8], [-0.1, -0.2, 1.6], [-0.2, -0.5, -1.4], [-0.2, 1.8, 0.5], [0.1, -0.1, -0.4], [-0.5, -0.1, -0.2], [0.0, 0.4, 0.5], [-0.7, -0.5, -0.3], [-0.2, 0.3, -0.2], [-0.3, -0.3, -0.1], [-0.1, 0.0, 0.4], [0.6, 0.0, 0.5], [0.3, 0.2, 0.0], [-0.4, 0.6, 0.1], [-0.2, -0.1, 0.1], [-0.7, -0.8, -0.6], [0.9, -0.5, 0.2], [0.0, -1.1, 0.1], [-0.1, 0.2, 0.0], [0.5, -0.4, -0.5], [-0.1, 0.3, 0.6], [0.0, 0.0, 0.3], [-0.1, 0.2, -0.2], [0.4, -0.6, -0.2], [0.2, 0.1, -0.1], [0.1, 0.0, 0.2], [0.3, -0.1, 0.1], [0.2, -0.2, 0.1]]
}